Entry 1:
Entry from the Open Molecules 2025 dataset: a 13-piece molecular cluster, C6H38O13 overall in a non-equilibrium geometry (ωB97M-V/def2-TZVPD).

ORCA input file:
```
! wB97M-V def2-TZVPD RIJCOSX def2/J DEFGRID3
* xyz 1 2
C 3.407 -2.755 -0.340
O 2.094 -3.174 -0.325
H 3.935 -3.255 -1.151
H 3.478 -1.667 -0.312
H 3.811 -3.149 0.593
H 1.720 -2.874 0.507
C 2.435 -1.519 3.146
O 1.294 -1.675 2.405
H 2.543 -0.452 3.343
H 2.330 -1.918 4.155
H 3.302 -1.940 2.638
H 1.222 -0.927 1.807
C 0.349 0.205 -0.482
O 0.455 0.338 0.908
H 0.409 1.180 -0.965
H 1.195 -0.378 -0.845
H -0.531 -0.327 -0.844
H -0.279 0.891 1.186
C -2.761 1.443 1.652
O -1.447 1.748 2.040
H -3.065 2.232 0.964
H -2.868 0.500 1.116
H -3.451 1.309 2.485
H -1.492 2.535 2.588
C -1.412 -3.240 0.648
O -1.655 -3.002 -0.771
H -0.944 -4.223 0.710
H -0.779 -2.482 1.108
H -2.340 -3.280 1.218
H -2.134 -3.757 -1.121
C -0.849 4.213 -0.644
O -0.842 4.815 0.630
H 0.016 3.588 -0.866
H -1.661 3.490 -0.727
H -0.913 5.009 -1.386
H -1.660 5.303 0.749
O 2.369 2.606 -2.072
H 1.594 2.530 -2.628
H 3.047 2.953 -2.652
O 0.305 2.414 -3.657
H -0.431 1.912 -3.306
H -0.077 2.937 -4.363
O -1.102 -0.834 3.462
H -0.334 -1.321 3.162
H -1.086 -0.023 2.954
O 3.079 1.081 0.803
H 3.311 1.915 0.393
H 2.131 1.012 0.686
O -3.517 -1.166 -1.737
H -4.273 -1.255 -1.156
H -2.910 -1.848 -1.449
O 0.708 -2.643 -2.561
H 1.216 -3.035 -1.850
H -0.152 -2.476 -2.176
O -1.886 0.898 -2.609
H -2.641 1.472 -2.744
H -2.265 0.068 -2.318
*
```

Results
* energy relative to the best compared isomer or geometry (same formula, charge and spin): 138.9 kcal/mol
* frontier orbital gap (alpha / beta): 9.94 / 2.70 eV
* HOMO level (alpha / beta): -12.586 / -12.586 eV

natural (NBO) population analysis, charges in e, atoms 1 to 5: number 1, C, carries -0.290; number 2, O, carries -0.417; number 3, H, carries 0.233; number 4, H, carries 0.284; number 5, H, carries 0.261


Entry 2:
Entry from the Open Molecules 2025 dataset: a 14-piece molecular cluster, C6H38O14 overall in a non-equilibrium geometry (ωB97M-V/def2-TZVPD).

ORCA input file:
```
! wB97M-V def2-TZVPD RIJCOSX def2/J DEFGRID3
* xyz 0 1
O -2.752 1.029 -0.643
C -2.583 1.724 0.351
C -1.411 1.396 1.187
C -0.790 0.006 1.005
C -1.820 -1.034 1.215
C -0.102 -0.114 -0.451
C 1.460 -0.238 -0.242
H -3.338 2.320 0.844
H -1.502 1.527 2.295
H -0.560 2.039 0.964
H -0.010 -0.131 1.783
H -2.103 -1.002 2.229
H -2.620 -0.894 0.541
H -1.607 -2.033 0.823
H -0.217 0.801 -1.065
H -0.461 -0.800 -1.197
H 2.090 -0.200 -1.124
H 1.777 0.483 0.403
H 1.737 -1.054 0.386
H -0.469 -3.540 -1.567
H -1.514 -2.700 -0.681
O -0.742 -3.431 -0.667
H 1.860 -0.419 3.100
H 3.133 0.326 3.573
O 2.327 0.511 3.083
H -4.550 -1.733 0.128
H -4.895 -0.238 -0.306
O -4.734 -0.864 0.442
H -2.948 -2.380 -2.136
H -2.544 -0.991 -1.498
O -3.044 -1.838 -1.281
H 0.610 3.023 3.952
H 0.835 1.563 3.590
O 0.406 2.347 3.397
H 2.869 2.031 2.319
H 2.553 3.426 1.964
O 2.874 2.618 1.545
H 0.972 -4.729 1.212
H 0.465 -3.354 0.574
O 1.053 -3.734 1.316
H 2.685 2.724 -0.871
H 4.104 2.767 -0.100
O 3.628 2.645 -1.012
H 3.898 1.395 -2.318
H 3.697 -0.179 -2.385
O 3.686 0.668 -2.910
H 1.235 -2.766 2.629
H 0.187 -1.570 2.797
O 1.075 -1.871 2.976
H -1.435 -1.627 -3.976
H -1.899 -0.127 -3.661
O -1.864 -1.109 -3.376
H 2.090 1.142 -3.066
H 1.247 2.274 -3.701
O 1.280 1.677 -2.922
H -0.341 1.628 -3.248
H -1.675 1.243 -2.663
O -1.302 1.367 -3.553
*
```

Results
* energy relative to the best compared isomer or geometry (same formula, charge and spin): 61.5 kcal/mol
* frontier orbital gap: 10.11 eV
* HOMO level: -9.827 eV

natural (NBO) population analysis, charges in e, atoms 1 to 5: number 1, O, carries -0.595; number 2, C, carries 0.470; number 3, C, carries -0.554; number 4, C, carries -0.190; number 5, C, carries -0.658


Entry 3:
Entry from the Open Molecules 2025 dataset: a 14-piece molecular cluster, C6H38O14 overall in a non-equilibrium geometry (ωB97M-V/def2-TZVPD).

ORCA input file:
```
! wB97M-V def2-TZVPD RIJCOSX def2/J DEFGRID3
* xyz 0 1
C -0.806 -0.713 -3.541
O -2.094 -1.235 -3.896
C -0.376 -1.581 -2.332
C -0.653 -0.964 -0.973
C -1.051 -2.061 -0.006
C -0.178 -2.735 0.737
C -2.521 -2.327 0.053
H -0.134 -0.834 -4.400
H -0.862 0.363 -3.357
H -2.476 -0.676 -4.583
H 0.657 -1.934 -2.379
H -1.001 -2.458 -2.494
H -1.430 -0.193 -0.983
H 0.197 -0.385 -0.595
H 0.901 -2.674 0.714
H -0.620 -3.515 1.350
H -2.951 -2.241 -0.941
H -2.774 -3.276 0.523
H -2.985 -1.556 0.678
H 1.313 4.641 -0.959
H 1.435 3.157 -1.327
O 1.961 3.962 -1.167
H -0.710 2.209 -0.577
H -0.205 1.623 -1.929
O -0.075 2.333 -1.303
H 2.235 0.115 2.400
H 1.761 -1.115 1.767
O 2.152 -0.826 2.596
H 1.142 -2.519 3.749
H 1.661 -1.575 4.845
O 1.000 -2.233 4.639
H 2.753 3.617 1.880
H 2.781 3.426 0.313
O 2.615 2.976 1.180
H 3.509 -3.410 -0.415
H 4.072 -2.931 0.946
O 3.992 -3.701 0.382
H -0.562 4.700 1.894
H -1.414 3.635 1.332
O -1.439 4.594 1.520
H -0.812 1.129 1.761
H 0.275 2.047 1.290
O -0.692 1.995 1.297
H 1.440 -3.604 -1.248
H 2.370 -3.159 -2.468
O 2.189 -3.069 -1.531
H -1.193 -0.305 3.444
H 0.139 -0.610 2.882
O -0.749 -0.347 2.595
H -3.070 2.111 1.183
H -3.770 2.733 0.077
O -3.172 1.985 0.230
H -3.960 0.242 -2.326
H -4.151 1.662 -1.586
O -4.334 1.122 -2.352
H 3.200 -0.215 -0.595
H 2.693 1.140 0.135
O 2.965 0.222 0.218
*
```

Results
* energy relative to the best compared isomer or geometry (same formula, charge and spin): 28.4 kcal/mol
* frontier orbital gap: 9.60 eV
* HOMO level: -9.622 eV

natural (NBO) population analysis, charges in e, atoms 1 to 5: number 1, C, carries -0.054; number 2, O, carries -0.738; number 3, C, carries -0.442; number 4, C, carries -0.467; number 5, C, carries 0.097


Entry 4:
Entry from the Open Molecules 2025 dataset: an isolated ion of composition C6H3BrClINO2 and charge -1 in a non-equilibrium geometry (ωB97M-V/def2-TZVPD).

ORCA input file:
```
! wB97M-V def2-TZVPD RIJCOSX def2/J DEFGRID3
* xyz -1 1
C 0.718 0.922 -0.789
C -0.070 -0.303 -1.046
C -0.709 -0.990 -0.132
C 0.354 -0.906 -2.607
C -0.314 -0.244 1.883
C -0.114 1.220 1.462
N 0.692 1.625 0.326
O 1.504 -1.242 -2.486
O -0.450 -0.955 -3.476
Cl -1.745 2.087 1.222
Br 1.252 -1.076 2.536
I -1.711 -2.733 -0.105
H 1.438 1.306 -1.660
H -1.112 -0.522 2.495
H 0.266 1.810 2.377
*
```

Results
* frontier orbital gap: 7.17 eV
* HOMO level: -4.618 eV

natural (NBO) population analysis, charges in e, atoms 1 to 5: number 1, C, carries 0.168; number 2, C, carries -0.355; number 3, C, carries -0.154; number 4, C, carries 0.828; number 5, C, carries -0.316